The following is a DFT calculation (wB97M-V/def2-TZVPD) of a structure of composition C13H15F6MnN4OS8Sb.

XYZ file:
```
49
Properties=species:S:1:pos:R:3:forces:R:3:mulliken_charge:R:1
Mn -1.459 0.354 -0.695 0.21 -0.14 0.05 0.290
S -1.985 4.181 2.074 0.05 0.15 0.13 -0.763
Sb -3.107 3.299 0.276 0.28 -0.52 -0.22 0.289
S -3.146 0.837 0.665 -0.91 0.43 0.62 -0.382
S -1.298 2.537 -1.245 -0.23 0.61 -0.22 -0.593
S -6.080 -5.786 -0.884 -0.06 -0.18 -0.01 -0.332
C -5.039 -4.510 -0.924 0.04 0.38 0.03 0.114
S -5.126 -3.243 -2.101 0.19 -0.21 0.28 -0.115
C -3.762 -2.271 -1.545 -0.22 0.43 -0.58 0.102
C -3.116 -2.770 -0.418 0.45 -0.05 0.50 0.114
S -1.788 -2.092 0.357 -0.03 -0.14 -0.10 -0.305
S -3.784 -4.258 0.241 -0.13 0.08 -0.33 -0.094
S -3.381 -0.869 -2.375 -0.09 -0.26 0.04 -0.308
C 1.104 -0.602 1.324 0.09 0.09 0.03 -0.726
N 2.075 -0.506 2.423 0.06 -0.12 0.02 -0.018
C 2.915 0.668 2.186 -0.08 0.05 -0.02 -0.637
N 2.134 1.900 2.096 0.11 0.00 0.03 0.049
C 1.164 1.755 1.005 -0.06 0.16 -0.13 -0.904
N 0.265 0.604 1.209 0.03 -0.30 0.19 1.775
C -0.434 0.811 2.498 0.01 0.03 0.01 -0.543
N 0.513 0.922 3.614 -0.02 -0.04 0.10 0.042
C 1.327 -0.287 3.663 -0.04 0.08 -0.05 -0.697
C 1.386 2.064 3.347 -0.01 0.02 -0.01 -0.682
H 0.475 -1.472 1.503 -0.07 -0.02 0.00 0.420
H 1.644 -0.744 0.391 -0.05 -0.02 -0.04 -0.218
H 3.461 0.526 1.250 0.00 -0.01 0.01 0.311
H 3.633 0.759 3.008 0.00 0.00 -0.01 0.358
H 1.707 1.610 0.069 -0.04 -0.01 -0.03 0.043
H 0.560 2.659 0.932 -0.02 -0.03 0.01 0.333
H -1.109 -0.028 2.673 0.00 -0.03 -0.02 0.164
H -1.022 1.727 2.437 0.01 -0.05 -0.02 -0.079
H 0.669 -1.145 3.826 0.02 -0.01 0.03 0.349
H 2.032 -0.211 4.497 0.01 -0.01 -0.02 0.344
H 2.098 2.167 4.173 0.01 0.01 -0.01 0.317
H 0.774 2.965 3.277 -0.01 -0.02 -0.01 0.340
C 1.196 1.351 -3.184 -0.07 -0.15 0.04 -2.074
C 0.815 -0.096 -2.828 0.13 0.12 -0.40 1.077
O -0.039 -0.235 -1.805 0.58 -0.39 -0.02 0.028
C 0.179 -0.732 -4.100 -0.09 -0.03 -0.08 0.483
F 0.955 -0.616 -5.219 -0.19 -0.05 0.24 -0.305
F -0.083 -2.040 -3.943 0.07 0.17 -0.09 -0.249
F -0.980 -0.118 -4.386 0.20 -0.11 0.00 -0.229
C 2.130 -0.865 -2.494 0.03 -0.08 0.11 0.476
F 2.864 -0.169 -1.587 -0.12 -0.14 -0.12 -0.266
F 2.952 -1.055 -3.560 -0.17 0.06 0.19 -0.311
F 1.899 -2.071 -1.959 0.10 0.15 -0.10 -0.246
H 0.298 1.872 -3.511 0.03 0.02 -0.01 0.490
H 1.956 1.376 -3.965 0.02 0.05 0.00 0.478
H 1.558 1.846 -2.287 0.00 0.02 -0.01 0.289
```
Forces are in eV/Å.

Output
Net charge ... -2
2S+1 ... 6
LUMO (alpha / beta) ... 4.004 / 3.129 eV
HOMO level (alpha / beta) ... -0.0647 / -0.0683 Eh
Kohn-Sham gap (alpha / beta) ... 5.7635 / 4.9869 eV
Relative energy (zero: lowest compared OMol25 entry of this formula, charge and spin) ... 18.3 kcal per mole



The following is a DFT calculation (wB97M-V/def2-TZVPD) of a structure of composition C16H31NOP2Re.

XYZ file:
```
52
Properties=species:S:1:pos:R:3:forces:R:3:mulliken_charge:R:1
P -0.620 -2.035 -5.074 0.37 -2.25 -3.63 1.311
P -1.427 0.295 -5.294 -0.25 3.50 -3.07 0.269
C -1.173 -1.912 -6.861 1.32 -0.27 1.03 -0.798
C -0.789 -0.428 -6.947 -0.21 -0.55 -0.07 -1.018
H -2.264 -2.121 -6.936 0.82 0.16 0.08 0.290
H -0.580 -2.696 -7.355 -0.30 0.64 -0.70 0.541
H 0.312 -0.281 -6.965 -0.64 -0.36 -0.04 0.440
H -1.199 0.141 -7.788 -0.09 -0.07 0.18 0.533
C -2.847 1.285 -5.947 -0.55 -0.22 0.11 -1.356
H -3.157 2.002 -5.176 -0.10 -0.24 -0.17 0.380
H -3.683 0.635 -6.223 0.00 0.20 0.17 0.360
H -2.507 1.843 -6.830 -0.21 -0.27 0.27 0.540
C -0.220 1.734 -5.639 0.60 0.26 0.69 -1.295
H -0.617 2.270 -6.512 0.01 -0.34 0.30 0.601
H 0.772 1.359 -5.925 -0.34 0.07 0.35 0.163
H -0.082 2.475 -4.847 -0.15 -0.22 -0.11 0.315
C -2.556 -4.061 -4.149 -0.42 -1.31 -0.44 -1.253
H -2.299 -4.634 -3.235 -0.01 0.55 -0.44 0.353
H -1.968 -4.534 -4.974 -0.17 0.57 0.65 0.338
H -3.579 -4.422 -4.386 0.11 0.92 0.17 0.439
C 0.997 -2.595 -4.981 1.64 -0.79 0.02 -1.209
H 1.716 -1.781 -5.106 0.13 -0.32 -0.26 0.427
H 1.081 -3.375 -5.748 0.44 0.23 -0.01 0.449
H 1.135 -3.067 -4.008 0.25 0.16 -0.09 0.454
Re -2.283 -1.922 -3.870 -1.16 -2.31 1.89 0.697
C 2.358 2.551 -0.825 2.00 -0.34 0.60 -0.203
C 1.158 2.975 -1.311 -2.12 -0.17 -0.88 -0.440
C 0.145 2.149 -2.094 0.98 -0.28 -1.12 -0.467
C 0.643 0.761 -2.586 0.65 0.39 2.31 1.350
C 1.917 0.768 -3.402 -0.62 -0.63 0.19 -0.461
C 2.726 1.785 -3.817 0.74 0.57 -0.18 -0.573
C 3.749 2.550 -3.016 -0.83 1.66 0.52 -0.970
C 3.713 2.402 -1.480 -1.29 -1.00 -0.94 -0.622
C -0.973 -2.697 -2.428 0.46 0.19 0.64 -1.779
H 2.363 2.238 0.238 0.16 1.23 0.07 0.426
H 0.760 3.965 -1.029 -0.05 -0.57 0.89 0.458
H -0.166 2.753 -2.964 -0.18 -0.02 0.43 0.147
H -0.757 1.976 -1.458 0.63 0.51 -0.11 0.506
H 0.726 0.123 -1.672 -0.10 0.12 -0.54 0.460
H -0.186 0.309 -3.180 0.82 0.31 0.33 -1.043
H 2.181 -0.238 -3.747 -0.99 0.31 -1.51 0.244
H 2.806 2.024 -4.905 1.13 -1.41 0.51 0.320
H 3.773 3.605 -3.343 0.00 -0.14 0.38 0.446
H 4.748 2.193 -3.311 -0.38 -0.28 -0.23 0.424
H 4.032 1.387 -1.207 0.26 0.05 0.10 0.394
H 4.429 3.085 -0.990 -0.44 -0.08 0.08 0.446
H -0.477 -1.833 -1.983 -0.08 -0.01 0.45 0.186
H -0.152 -3.372 -2.709 -0.63 0.00 -0.02 0.605
H -1.617 -3.221 -1.697 0.43 0.37 -0.20 0.558
O -2.935 -0.304 -1.092 0.94 -1.41 -2.32 -0.440
C -3.165 -0.860 -2.133 -4.69 1.73 1.86 0.613
N -3.964 -1.246 -3.076 2.09 1.16 1.80 -0.553
```
Forces are in eV/Å.

Output
Net charge ... +2
2S+1 ... 4
LUMO (alpha / beta) ... -8.435 / -8.405 eV
HOMO level (alpha / beta) ... -0.4991 / -0.5209 Eh
Kohn-Sham gap (alpha / beta) ... 5.1455 / 5.7703 eV
Relative energy (zero: lowest compared OMol25 entry of this formula, charge and spin) ... 191.7 kcal per mole



The following is a DFT calculation (wB97M-V/def2-TZVPD) of a cluster of 10 separate species, C37H74Cl2O22 in total.

XYZ file:
```
135
Properties=species:S:1:pos:R:3:forces:R:3:mulliken_charge:R:1
C 5.084 2.172 0.846 0.10 1.09 -1.40 0.273
Cl 5.262 3.928 1.255 -0.16 -0.57 -0.19 -0.212
Cl 4.979 1.188 2.219 0.13 -1.02 1.53 -0.087
H 4.155 2.013 0.298 0.23 0.42 -0.14 -0.206
H 5.954 1.894 0.251 -0.25 0.06 0.09 0.237
C -4.995 4.781 -1.191 -1.07 -0.88 1.03 -0.864
C -5.710 4.649 0.218 3.22 3.94 -0.58 -0.541
O -6.168 3.406 0.311 -3.36 -4.64 0.23 -0.164
C -7.187 3.070 1.148 -1.56 0.13 1.52 0.720
O -7.726 3.729 2.022 1.27 0.08 -1.43 -0.593
O -7.557 1.805 0.917 0.81 -1.33 -2.24 -0.309
C -8.702 1.153 1.504 0.30 0.80 1.64 -0.690
H -4.423 5.659 -1.492 -0.31 0.30 0.74 0.493
H -5.816 4.665 -1.898 0.30 -0.24 -0.40 0.237
H -4.321 3.925 -1.198 -0.05 -0.12 -0.50 0.154
H -6.434 5.453 0.349 -0.20 -0.26 0.25 0.417
H -4.934 4.667 0.983 0.13 1.09 0.26 0.304
H -8.529 1.339 2.564 -1.12 0.28 0.18 0.314
H -8.775 0.066 1.465 1.39 -0.09 -0.87 0.257
H -9.666 1.440 1.084 0.25 0.91 0.21 0.308
C -1.687 2.568 0.192 1.31 1.07 -0.26 -0.984
C -1.643 1.045 0.093 -2.49 1.28 0.69 -0.006
O -0.578 0.482 -0.630 -0.35 -0.30 0.09 -0.225
C 0.594 0.340 -0.025 1.84 1.08 -0.42 0.388
O 0.978 0.916 0.975 -0.59 -0.92 -0.62 -0.767
O 1.337 -0.407 -0.862 -0.87 0.90 1.31 0.331
C 2.743 -0.532 -0.684 0.36 -1.37 -0.04 -0.351
H -1.733 3.107 -0.755 0.32 -0.46 -0.52 0.014
H -0.786 2.919 0.694 0.11 0.05 0.01 0.306
H -2.500 3.079 0.708 -0.38 -0.98 0.47 0.329
H -2.564 0.769 -0.420 0.22 -0.47 -0.27 0.478
H -1.782 0.664 1.105 0.67 -0.41 -0.01 -0.008
H 3.211 -0.063 -1.550 0.11 -0.26 0.18 0.099
H 2.843 -1.617 -0.654 0.57 -0.05 -0.68 0.030
H 3.249 -0.267 0.245 -0.83 0.89 0.23 0.152
C 4.087 -3.297 -4.134 -0.10 0.98 0.73 -0.843
C 4.967 -1.998 -4.171 0.35 -1.16 -1.35 -0.385
O 5.022 -1.333 -2.922 0.25 0.26 2.36 0.152
C 6.010 -0.553 -2.397 -0.27 1.58 -0.07 0.507
O 6.055 -0.111 -1.239 -0.30 -1.73 -3.08 -0.482
O 6.817 -0.152 -3.417 -1.12 -0.30 -0.15 -0.394
C 7.863 0.765 -3.138 1.00 -0.79 0.95 -0.700
H 3.120 -3.063 -3.688 -0.24 0.36 -0.34 0.001
H 4.384 -4.133 -3.500 0.89 0.21 -0.07 0.284
H 3.934 -3.673 -5.146 0.06 0.17 0.00 0.390
H 4.574 -1.339 -4.945 -0.50 0.26 0.29 0.332
H 5.953 -2.198 -4.591 0.31 -0.26 0.58 0.432
H 7.541 1.679 -2.639 -0.17 -0.20 -0.01 0.265
H 8.442 0.994 -4.033 -0.61 -0.13 -0.23 0.243
H 8.516 0.160 -2.509 0.44 0.73 0.41 0.324
C -4.295 1.407 2.759 1.10 -0.17 -0.61 -0.833
C -3.682 0.033 3.193 -1.23 1.36 -0.46 -0.429
O -3.826 -0.915 2.106 0.09 -0.40 0.44 -0.088
C -4.826 -1.769 2.225 -2.35 -0.84 0.28 0.603
O -5.772 -1.671 3.016 2.08 -0.57 -1.77 -0.627
O -4.650 -2.754 1.270 -1.10 0.42 1.02 -0.239
C -5.685 -3.792 1.138 0.78 -0.27 0.54 -0.776
H -5.382 1.433 2.677 -0.02 -0.38 0.75 0.309
H -4.021 1.707 1.747 0.48 -0.36 -0.17 -0.054
H -3.893 2.212 3.373 -0.33 -0.08 0.36 0.505
H -4.271 -0.239 4.069 0.25 -0.63 -0.12 0.568
H -2.617 -0.004 3.419 -0.08 0.54 -0.04 0.134
H -6.121 -3.777 0.139 0.00 0.43 0.19 0.274
H -6.425 -3.820 1.938 -0.05 0.85 -0.16 0.346
H -5.190 -4.755 1.262 0.40 0.10 -0.24 0.267
O 1.152 -3.728 0.373 -2.04 -1.83 1.57 -0.518
C 0.127 -3.995 1.025 1.54 2.25 -0.08 0.374
O -0.082 -5.021 1.889 1.27 0.23 -1.16 -0.255
C 0.963 -6.024 1.950 -0.61 -1.44 0.14 0.300
C 0.565 -7.117 2.928 0.13 0.19 0.38 -1.432
C -1.015 -2.987 1.022 -0.44 -0.21 0.08 -0.371
H 1.977 -5.670 2.139 -0.37 0.65 0.13 -0.035
H 1.014 -6.648 1.058 -0.10 0.93 -0.85 0.247
H 1.301 -7.895 2.727 -0.02 -0.23 0.43 0.387
H -0.417 -7.537 2.712 -0.01 0.15 -0.18 0.349
H 0.579 -6.844 3.984 0.15 0.10 -0.05 0.345
H -1.514 -2.730 1.956 0.45 -0.59 0.47 0.350
H -1.833 -3.418 0.445 0.01 0.25 -0.42 0.335
H -0.679 -2.024 0.640 0.06 -0.40 -0.49 -0.139
O 5.614 -4.462 3.846 0.12 0.27 -1.18 -0.593
C 5.855 -3.680 2.948 0.05 1.55 2.19 0.688
O 5.654 -3.850 1.660 -0.26 -0.40 -1.17 -0.195
C 4.951 -5.013 1.196 -0.11 -1.10 0.15 -0.132
C 4.510 -4.808 -0.233 -0.01 0.89 0.08 -0.617
C 6.389 -2.236 3.191 0.37 -0.43 -0.05 -0.723
H 4.138 -5.257 1.879 -0.02 0.31 0.02 0.059
H 5.603 -5.886 1.179 0.30 0.08 0.53 0.289
H 5.339 -5.069 -0.890 -0.20 0.10 -0.23 0.369
H 4.270 -3.750 -0.341 0.00 0.05 -0.29 -0.049
H 3.601 -5.346 -0.501 0.18 -0.22 0.16 0.345
H 6.817 -2.105 4.185 -0.01 -0.45 -0.04 0.344
H 5.663 -1.429 3.094 -0.50 -0.49 -0.20 -0.066
H 7.149 -1.994 2.448 0.08 -0.14 -0.02 0.318
O -4.164 6.876 -4.008 1.25 -2.62 -2.04 -0.589
C -4.024 5.910 -4.802 -0.99 2.96 4.29 0.879
O -3.297 4.835 -4.597 0.12 -1.25 -0.80 -0.320
C -2.362 4.617 -3.602 1.77 0.08 2.50 0.090
C -0.974 5.046 -4.049 0.43 -0.40 -0.29 -1.157
C -4.885 5.726 -5.935 -1.92 -0.77 -2.25 -1.191
H -2.302 3.572 -3.297 -0.49 -0.47 -0.98 0.301
H -2.588 5.000 -2.607 -0.56 1.09 -0.38 0.066
H -0.492 4.194 -4.529 -0.16 0.20 -0.77 0.240
H -0.231 5.255 -3.279 -0.55 0.38 0.49 0.350
H -1.069 5.906 -4.712 0.30 -0.08 -0.03 0.371
H -4.414 5.946 -6.893 0.00 0.48 0.08 0.297
H -5.844 6.226 -5.802 0.44 0.64 -0.14 0.340
H -5.202 4.692 -6.071 0.44 -0.30 0.32 0.343
O -0.811 2.576 6.134 0.45 -2.37 -0.51 -0.617
C -0.667 1.355 6.038 -0.41 1.71 0.59 0.813
O 0.065 0.698 5.144 0.32 0.33 -0.23 -0.257
C 0.946 1.423 4.314 1.25 1.05 -2.28 0.458
C 2.392 1.184 4.660 0.86 -0.31 1.06 -1.215
C -1.234 0.357 7.000 -0.59 0.31 0.02 -1.053
H 0.814 2.504 4.256 -0.70 -0.01 0.78 0.305
H 0.784 1.131 3.276 -0.25 -0.44 0.13 -0.178
H 2.564 1.483 5.694 -0.13 -0.42 0.38 0.379
H 3.179 1.764 4.177 -0.75 0.38 -0.73 0.259
H 2.717 0.154 4.507 -0.26 -0.19 0.25 0.285
H -0.578 0.439 7.867 -0.29 -0.20 0.26 0.307
H -1.251 -0.667 6.627 0.22 0.19 -0.05 0.288
H -2.253 0.670 7.228 0.14 -0.03 0.40 0.324
O -0.210 -0.748 -5.113 1.24 -0.09 0.87 -0.656
C 0.349 -1.024 -4.053 -3.52 0.25 -1.32 0.698
O 1.473 -0.494 -3.642 1.12 -0.59 0.55 0.038
C 2.203 0.502 -4.388 -0.37 0.24 0.80 0.077
C 1.866 1.865 -3.751 1.02 -0.15 -1.39 -1.023
C -0.358 -2.005 -3.088 1.15 -0.01 -0.01 -0.622
H 2.055 0.412 -5.464 -0.60 0.22 0.11 0.477
H 3.256 0.263 -4.236 -0.04 -0.01 0.32 -0.301
H 0.856 2.192 -3.998 -0.02 -0.17 0.41 0.191
H 2.554 2.561 -4.233 -0.06 0.36 -0.15 0.512
H 2.147 1.925 -2.700 -0.52 -0.35 0.07 0.121
H -1.274 -2.432 -3.498 0.38 0.19 -0.52 0.344
H -0.629 -1.638 -2.098 0.47 0.50 -0.15 -0.079
H 0.397 -2.776 -2.937 -0.22 -0.41 0.29 0.209
```
Forces are in eV/Å.

Output
LUMO ... 0.305 eV
HOMO level ... -0.3663 Eh
Kohn-Sham gap ... 10.2728 eV
SMILES ... CCOC(=O)OC.CCOC(=O)OC.CCOC(=O)OC.CCOC(=O)OC.CCOC(C)=O.CCOC(C)=O.CCOC(C)=O.CCOC(C)=O.CCOC(C)=O.ClCCl



The following is a DFT calculation (wB97M-V/def2-TZVPD) of a cluster of 2 separate species, C2H4N2S in total.

XYZ file:
```
9
Properties=species:S:1:pos:R:3:forces:R:3:mulliken_charge:R:1
C 3.851 -0.215 -0.279 -3.03 3.62 0.76 -0.151
C 0.034 -0.226 -0.271 -0.96 -1.16 2.71 -0.728
N 4.461 -1.162 -0.428 1.43 -2.14 -0.36 -0.376
N 0.673 0.713 0.648 0.54 0.87 1.22 -0.173
S 1.872 1.665 0.131 0.43 -2.32 0.44 0.169
H 0.085 -1.211 0.243 -0.33 0.45 -0.52 0.306
H -0.970 0.002 -0.589 -0.66 0.39 0.64 0.303
H 0.535 -0.302 -1.154 2.01 -0.05 -2.18 0.322
H 0.505 0.567 1.716 0.57 0.34 -2.71 0.329
```
Forces are in eV/Å.

Output
LUMO (alpha / beta) ... -2.448 / -2.447 eV
HOMO level (alpha / beta) ... -0.3651 / -0.3651 Eh
Kohn-Sham gap (alpha / beta) ... 7.4864 / 7.4873 eV
Relative energy (zero: lowest compared OMol25 entry of this formula, charge and spin) ... 84.8 kcal per mole



| no. | E (hartree) |
| --- | --- |
| 1 | -5974.84946 |
| 2 | -1518.17932 |
| 3 | -4029.79975 |
| 4 | -586.15925 |